DFT (ωB97M-V/def2-TZVPD) results for a structure of composition C25H28F3N2O4Sb2V.

Geometry as XYZ:
```
65
Properties=species:S:1:pos:R:3
H -3.117 -1.412 -3.219
F -0.527 -0.054 7.072
H -2.778 0.994 2.414
H 3.659 1.539 0.002
C 1.782 -2.249 -4.160
C -0.239 -1.036 2.903
H -4.062 -2.835 -0.419
O 1.439 1.296 2.432
N 1.949 2.427 2.566
C 1.724 1.133 -2.737
H -0.702 -3.576 -6.028
C 0.351 5.034 -0.334
N -1.105 -0.229 2.268
O -2.237 3.603 -1.435
F -1.119 -2.121 6.789
H -1.612 -0.486 -3.361
F -2.630 -0.571 6.929
C 1.393 3.466 1.691
C 1.261 -2.445 -2.881
H 4.336 -0.059 -0.372
C -0.690 -3.440 -3.891
C -2.471 -0.688 -2.724
C -0.313 -1.277 4.256
H 3.033 4.853 1.773
H 2.035 6.309 0.016
H -1.357 -4.081 -1.437
O -1.244 1.675 -0.480
C -3.509 -2.132 0.203
C -0.639 -3.260 -1.409
Sb 1.742 -0.060 -0.988
H -0.398 2.372 1.623
O 2.865 2.679 3.284
H -0.022 5.617 -1.166
H 0.402 -1.930 4.738
H -3.042 0.656 4.859
H 3.152 -2.033 -1.976
H -4.143 -1.276 0.424
H 2.016 -2.741 -0.853
C 3.498 0.465 0.087
H 1.544 2.173 -2.474
H 2.771 -1.819 -4.273
C -1.408 3.294 -0.704
C 0.181 3.148 1.143
H -3.022 0.226 -2.518
H 0.059 -3.464 -0.600
V -0.518 0.469 0.431
C -1.412 -0.861 6.484
C 1.522 5.408 0.324
H 0.550 -1.485 2.305
Sb -1.805 -1.517 -0.897
H 2.695 1.042 -3.223
C 1.082 -2.639 -5.290
H 3.414 0.182 1.132
C -1.330 -0.657 4.975
C 2.096 -2.062 -1.700
H -3.203 -2.627 1.122
C -2.238 0.171 4.322
C -2.094 0.360 2.966
H 1.515 -2.496 -6.270
H -1.649 -3.938 -3.790
C -0.159 -3.243 -5.154
C -0.001 -3.044 -2.745
C 2.082 4.608 1.317
H 0.950 0.775 -3.413
C -0.305 3.871 0.071
```

Values from the calculation:
**ΔE to the lowest compared entry with this formula, charge and spin**: 21.1 kcal per mole
**LUMO energy (alpha / beta)**: -10.92 / -10.38 eV
**Net charge**: +3
**Multiplicity**: 2
**⟨S²⟩**: 0.841

Löwdin population analysis, charges in e, atoms 1 to 4: atom 1 (H): 0.042, atom 2 (F): 0.193, atom 3 (H): 0.139, atom 4 (H): 0.026